Below is a molecular structure, C32H42BiN5O5PS2, with properties calculated with wB97M-V/def2-TZVPD.

Computed properties:
Total charge: -1
Kohn-Sham gap (eV): 6.98
Maximum force (Eh/bohr): 0.013
Energy relative to the best compared isomer or geometry (same formula, charge and spin) (kcal/mol): 0.0

Cartesian coordinates (Å):
H 3.70 -3.81 2.61
H 4.51 -1.68 -1.77
H 2.98 -5.48 -0.10
H 1.15 2.36 -3.43
C -5.28 2.61 3.67
C 3.57 -1.15 -1.58
H 5.33 2.57 0.64
H 5.56 0.35 -2.43
C -2.09 0.20 2.10
C -4.14 3.21 3.16
C 2.13 1.94 -3.18
S 0.21 -3.31 -0.53
C -5.41 1.22 3.64
H 0.03 2.81 0.08
H -3.03 -2.01 -0.43
O 1.09 0.28 -1.87
C -1.93 1.24 -1.96
C -4.39 0.45 3.12
H -5.11 -0.78 -0.18
C -2.17 -1.96 -4.00
N 2.05 -5.20 -0.37
H -4.58 0.50 -1.27
H -0.32 -2.02 -2.90
H 1.60 5.37 -0.62
H -1.71 -3.18 3.33
P -1.53 -0.50 -1.53
H 3.02 4.48 1.33
H 3.32 -6.13 3.38
N 2.94 -3.13 -0.74
H -0.96 1.75 -2.00
H 1.00 -6.96 3.75
O 2.21 1.52 1.29
H -3.65 -1.66 -2.03
C -2.69 1.46 -3.27
C -0.85 -2.90 2.72
H -4.45 -0.63 3.11
H -3.64 0.91 -3.28
C 4.70 3.09 1.36
N 2.64 -1.79 -0.98
H -2.92 2.52 -3.41
O -1.21 0.78 1.35
H 1.31 -5.65 0.15
C 2.16 0.77 -2.37
C -3.12 2.44 2.61
S 2.32 2.50 0.16
Bi 0.63 -0.94 0.48
C 0.31 -3.76 2.77
H -1.74 -2.28 -4.95
C 1.63 -3.28 2.51
C 4.60 0.82 -2.61
H 5.45 2.51 -3.64
C 1.18 -5.94 3.42
C 0.83 3.52 0.25
H 0.77 3.88 1.28
O -2.06 3.08 2.09
C 2.70 -4.18 2.78
H 5.31 3.82 1.90
H -0.15 5.15 -0.76
H 3.84 4.28 -0.25
C 3.28 2.56 -3.60
C 4.54 2.02 -3.30
C -1.09 -1.29 -3.15
H -2.11 1.12 -4.13
C 0.81 4.63 -0.79
H -0.89 -5.40 3.43
H -0.58 -0.51 -3.72
H -2.46 1.65 -1.11
C 2.48 -5.47 3.21
C -3.22 -1.20 -1.14
C -3.23 1.04 2.61
H -3.83 0.32 0.31
H -4.02 4.29 3.18
H -1.48 2.36 1.72
H -3.00 -1.29 -4.23
N -2.10 -1.06 2.47
C 3.44 0.18 -2.15
N -0.96 -1.78 2.11
C 0.12 -5.07 3.23
H -6.31 0.75 4.02
C -4.24 -0.23 -0.54
O 1.89 -2.09 2.08
C 3.53 3.77 0.67
H -6.06 3.22 4.10
H 0.95 4.22 -1.80
H 3.22 3.49 -4.17
C 1.89 -3.85 -0.55
H 4.33 2.35 2.08
H -2.58 -2.85 -3.51

---

Below is a molecular structure, C32H42Cl5N2NaO3Sb2Se in a non-equilibrium geometry, with properties calculated with wB97M-V/def2-TZVPD.

Computed properties:
Kohn-Sham gap (eV): 7.26
Maximum force (Eh/bohr): 0.023
Energy relative to the best compared isomer or geometry (same formula, charge and spin) (kcal/mol): 11.1

Cartesian coordinates (Å):
C 0.44 2.93 -4.54
C -2.56 -2.36 -6.53
H -4.59 2.95 -0.40
H -0.61 2.73 4.30
Sb -2.77 0.94 -0.08
H 2.09 -2.52 -1.90
C 0.53 3.85 -3.50
C 0.38 1.58 -4.22
Cl 0.26 -0.50 -2.51
H 2.36 3.02 1.94
H -0.66 -4.95 -5.36
C -3.12 0.45 2.03
C -4.43 3.68 4.53
O 2.49 0.94 0.36
Se -2.32 -3.03 -0.23
N -2.85 -2.13 -2.83
C 0.37 -1.80 2.06
H -3.41 -1.37 -2.46
C -3.08 3.41 4.41
H 3.28 -2.83 -0.61
H 1.59 3.48 3.48
H -5.59 1.27 2.48
C -4.88 1.88 3.02
C 2.98 0.18 1.45
H -0.64 -1.95 1.69
C 1.86 0.04 2.47
H 2.18 -0.62 3.28
H -3.63 -0.92 -5.33
C -5.34 2.91 3.83
N -1.53 -3.86 -2.84
C 3.46 1.13 -0.66
C 0.54 3.40 -2.19
H 1.73 4.65 2.16
C -2.20 -3.00 -2.03
O 0.64 -0.42 1.91
H -5.49 0.61 -0.18
H 3.71 0.18 -1.15
C -2.60 -2.40 -4.17
C 1.32 -2.68 1.26
Cl 0.42 3.44 -6.18
C -3.55 2.94 -0.08
H 3.82 0.70 1.93
H -2.96 3.56 -0.77
H -4.84 0.38 -1.80
H -3.89 -0.31 2.02
H -0.63 -4.92 -1.33
H -0.87 5.24 3.01
H 4.37 1.58 -0.26
C 2.22 -2.91 -0.89
H -2.27 4.93 1.98
H -0.84 1.14 3.54
Sb -0.36 3.00 1.59
C 0.41 2.07 -1.79
H 3.01 1.81 -1.38
H 0.41 -2.09 3.12
C -3.52 1.59 2.89
H -1.40 -3.90 -7.48
H 1.65 1.03 2.88
H 0.22 -4.99 -2.90
H 2.31 -2.72 1.73
H -4.74 -0.94 -0.61
H -3.48 3.36 0.92
H 0.91 -3.70 1.24
C -1.31 -4.08 -5.35
H -4.77 4.47 5.19
H -2.84 -1.91 -7.47
C -4.69 0.14 -0.75
H 3.34 -0.79 1.10
H -6.41 3.10 3.92
H -0.81 5.66 1.29
H -2.19 -0.02 2.38
H 1.94 -3.97 -0.87
C 1.56 3.60 2.40
O 1.40 -2.15 -0.04
C -1.76 -3.52 -4.17
C -1.73 -3.48 -6.53
C -2.59 2.38 3.60
Na 0.47 0.40 -0.04
C -0.76 -5.00 -2.40
H -2.37 4.01 4.97
C -1.12 2.19 3.50
H -1.28 -5.93 -2.63
C -1.19 4.94 2.02
Cl 0.78 4.62 -0.95
Cl 0.67 5.53 -3.88
C 0.35 1.21 -2.88
Cl 0.43 0.41 -5.49
C -3.00 -1.80 -5.34

---

Below is a molecular structure, C32H42Ge2NO5Re in a non-equilibrium geometry, with properties calculated with wB97M-V/def2-TZVPD.

Computed properties:
Total charge: +1
Kohn-Sham gap (spin up / spin down) (eV): 7.99 / 6.85
Maximum force (Eh/bohr): 0.021
2S+1: 4
Energy relative to the best compared isomer or geometry (same formula, charge and spin) (kcal/mol): 13.6

Cartesian coordinates (Å):
H 0.68 -2.71 -1.94
H 3.52 0.61 0.31
C 4.04 4.22 4.72
H -0.71 -0.19 -6.60
H -4.80 1.45 -2.69
H 0.88 2.35 4.69
C -1.31 -2.88 -0.18
Ge 0.01 2.54 -0.57
H -1.25 -3.68 -0.91
C -2.36 -1.87 -0.65
H 5.20 0.51 2.92
H -0.89 5.09 -2.18
C -2.99 0.53 -5.38
H -3.06 0.42 -6.46
C -4.07 0.94 -4.66
C -2.77 0.85 -2.63
H 1.50 5.59 2.16
H 0.38 0.99 5.69
C 5.00 0.85 1.90
H 3.63 2.30 3.91
H 5.82 0.48 1.27
H -2.33 -1.74 -1.73
C 3.40 3.36 3.83
H 1.49 -0.62 4.07
O 0.51 0.16 1.59
C 3.78 5.57 4.66
H -0.31 1.19 4.09
H 4.28 6.26 5.34
C -0.35 0.13 -2.71
H -1.52 2.83 2.13
H 1.57 -2.20 1.45
H -3.36 -2.20 -0.37
H 2.66 0.53 4.69
O -2.12 -0.55 -0.09
H 0.13 -3.09 1.99
C 2.23 5.19 2.85
C -3.95 1.11 -3.26
C -0.60 -0.08 -5.52
H 2.65 7.11 3.68
C 0.61 -0.25 -4.93
C 2.87 6.05 3.72
C 1.09 -2.71 -0.92
C 1.16 3.29 0.83
C 0.74 -0.14 -3.53
H 0.02 2.91 -3.05
H 0.65 5.45 -1.40
H -5.01 1.15 -5.15
H 1.47 -3.70 -0.69
C -0.12 -0.96 1.97
Ge 2.15 0.99 2.30
C 1.75 0.44 4.10
O -1.22 -0.95 2.48
C -1.62 0.41 -3.34
C 0.61 1.29 4.67
H 0.55 5.40 -3.15
H -2.46 3.14 -0.80
O 3.37 -2.05 -0.82
H 3.67 -0.79 1.36
C 0.48 -2.23 1.42
H 1.60 3.26 -2.38
H -1.62 -3.33 0.77
C 1.83 2.87 1.90
H 1.72 -0.27 -3.10
H 1.49 -0.48 -5.52
C 0.53 3.42 -2.23
Re -0.08 0.03 -0.67
C 2.23 -1.71 -0.87
C 2.50 3.81 2.87
O 1.83 -0.42 -0.88
C -2.24 2.68 1.33
C -1.73 3.27 0.00
C 0.19 4.92 -2.24
N 0.02 -2.26 0.00
H 5.04 1.94 1.88
H -3.18 3.14 1.64
H -1.56 4.35 0.11
H -2.42 1.60 1.26
H -2.19 -0.58 0.88
C -1.74 0.27 -4.75
H 1.15 4.38 0.69
C 3.68 0.30 1.34
H 4.73 3.82 5.45
H -2.69 1.02 -1.57

---

Below is a molecular structure, C32H42N4O3PPd in a non-equilibrium geometry, with properties calculated with wB97M-V/def2-TZVPD.

Computed properties:
Total charge: +1
Kohn-Sham gap (spin up / spin down) (eV): 7.39 / 7.37
Maximum force (Eh/bohr): 0.031

Cartesian coordinates (Å):
H 1.68 1.86 -4.50
C -0.56 2.64 -0.78
C -0.64 -0.70 3.48
N -1.89 -1.78 -0.64
H -0.01 -0.99 4.32
C 3.69 0.81 -2.97
H -2.67 3.01 3.18
C 1.71 -0.39 -2.01
H -1.49 -5.20 1.35
C 0.13 3.58 1.31
H -4.18 3.08 2.27
C -3.61 0.45 2.57
H -4.68 1.57 0.39
H 4.31 -1.61 -3.83
C 2.72 1.33 -0.73
C -3.11 2.88 2.19
C 2.74 -0.36 -3.11
O 0.73 -1.18 -2.10
C -3.14 -3.74 -2.12
H -1.68 -0.78 3.81
N 0.43 -2.54 0.69
H 4.81 -2.86 -1.72
C -0.27 0.74 3.05
C -0.10 3.77 -1.44
H -2.94 -0.40 -1.76
H 0.23 3.52 2.39
N 3.63 1.52 -1.78
H -4.09 -2.10 -3.14
O 4.49 1.10 -3.83
H 1.55 0.21 1.94
C -3.40 -2.41 -2.37
H -3.62 -4.52 -2.71
H -1.68 1.63 4.48
H 3.54 -1.98 -0.87
Pd -0.19 -0.46 -0.22
H -0.19 3.84 -2.52
H -0.02 1.44 5.05
C -2.24 -4.08 -1.12
C 1.51 -3.94 2.28
H 1.04 5.51 1.23
H 0.82 5.70 -1.23
C 1.25 0.79 2.80
C 1.13 0.92 -4.65
H -3.46 -0.58 2.23
H -3.50 0.38 -0.16
H 0.71 0.95 -5.66
H 2.36 -4.12 2.92
H 1.61 1.80 2.64
C -0.45 2.52 0.61
H 2.26 -2.08 1.50
H -1.02 1.86 -1.36
H 4.98 -1.13 -1.45
C -3.61 1.38 0.27
H 1.49 -1.21 -4.63
H -2.68 3.63 1.52
C -0.63 1.70 4.18
H 0.30 0.88 -3.94
C 3.57 -1.67 -3.03
C -0.57 -3.40 0.61
C -1.62 -3.07 -0.40
O 2.80 2.02 0.25
C 4.27 -1.92 -1.69
C 0.43 -4.81 2.25
H -0.41 2.75 3.94
H 1.75 0.38 3.68
H -3.22 2.12 -0.43
H 2.85 -0.25 -5.23
H -4.69 0.63 2.59
H 2.90 -2.49 -3.26
H -0.48 -1.42 2.68
P -1.13 1.02 1.42
H -2.00 -5.11 -0.92
H 4.29 2.27 -1.66
C 2.05 -0.29 -4.49
C -0.63 -4.54 1.39
H 0.42 -5.69 2.87
C -2.75 -1.46 -1.60
H -3.25 0.52 3.60
C -2.94 1.47 1.64
C 0.58 4.71 0.66
N 1.78 0.33 -0.91
C 0.47 4.81 -0.72
C 1.46 -2.80 1.49

---

Below is a molecular structure, C32H43BrHgN7O3S2, with properties calculated with wB97M-V/def2-TZVPD.

Computed properties:
Total charge: -1
Kohn-Sham gap (eV): 6.29
Maximum force (Eh/bohr): 0.005
Energy relative to the best compared isomer or geometry (same formula, charge and spin) (kcal/mol): 0.0

Cartesian coordinates (Å):
C 3.80 3.16 -0.65
H 1.46 -3.68 2.02
C 3.65 0.90 0.06
H -2.04 3.63 5.69
H -3.90 1.16 -2.87
H -2.87 -2.10 -0.10
H -0.36 -5.00 -1.48
C -2.08 5.43 4.52
C -2.22 4.07 4.71
H -0.67 -3.94 1.22
O -1.28 -0.46 -1.30
C 0.68 0.51 -3.94
N -3.14 -1.14 0.03
H 1.96 -5.32 -1.47
H -0.43 1.62 -1.79
N 2.41 1.11 0.55
C -2.30 5.99 3.26
H -2.46 1.43 4.89
H 1.81 -2.14 -4.54
C -3.92 0.14 -3.22
H 2.05 4.32 -0.24
H -0.46 2.86 -5.33
H 1.37 -1.76 -6.22
H -3.97 -3.50 -4.41
C -3.96 -2.47 -4.08
O -2.78 -3.13 -2.11
H -1.16 -3.14 -0.29
C -4.54 -1.48 -4.87
H -2.96 0.65 -0.94
H 0.28 -1.63 -1.38
C 1.61 -1.33 -5.25
H -1.43 2.74 -2.71
C -2.63 -0.39 -1.13
H -2.02 2.13 -4.89
H -5.00 -1.74 -5.81
N -2.50 -0.70 1.23
C -4.51 -0.16 -4.44
C 4.38 1.90 -0.54
H -0.87 1.23 -5.88
Br 1.24 -7.12 1.88
H -1.80 6.07 5.35
H -1.55 -0.63 -4.39
H 4.33 3.97 -1.13
H 2.66 -3.16 -2.14
H 0.99 -3.48 -2.66
H -1.13 -1.01 -6.09
H -3.06 3.14 1.57
N 0.72 -2.62 0.40
Hg -0.59 0.21 0.87
C 2.54 3.36 -0.16
H 0.34 3.00 -2.66
C 1.14 -2.13 -0.91
H 5.37 1.68 -0.91
C -3.36 0.03 2.02
C 2.48 -4.34 0.25
H -0.77 -2.16 -4.79
H 2.50 -5.29 0.78
C 1.81 2.33 0.46
N -0.37 1.38 -3.84
H 2.56 -2.45 1.35
S 0.24 2.59 1.12
H 3.47 -4.07 -0.13
H 4.00 -0.11 0.19
H 1.92 -1.39 -0.77
H -4.42 -0.17 1.86
C -3.02 0.90 2.95
S 2.09 0.68 -3.05
C -0.81 -1.10 -5.04
C -0.96 1.92 -5.05
H 0.22 -5.73 0.06
C -0.46 2.25 -2.68
H 2.51 -0.72 -5.32
H -4.96 0.62 -5.04
C 0.18 -4.83 -0.55
C -2.58 3.22 3.65
O 1.81 0.08 1.10
C -2.69 1.77 3.88
C -3.37 -2.15 -2.87
C -0.34 -3.61 0.24
C -2.66 5.16 2.21
C -2.79 3.79 2.40
H -2.82 5.58 1.22
C 1.64 -3.29 -1.80
H -3.08 -3.99 -2.45
N 0.50 -0.51 -4.82
C -3.34 -0.83 -2.40
N 1.60 -4.53 -0.95
H -2.19 7.05 3.11
C 1.84 -3.23 1.10